Entry 1:
{
  "formula": "C3H10N2O2",
  "method": "the ωB97M-V functional and the def2-TZVPD basis",
  "species": ["C", "N", "C", "O", "C", "N", "H", "H", "H", "H", "H", "H", "H", "H", "O", "H", "H"],
  "xyz": [[-0.095, 0.005, 1.841], [-0.388, 0.134, 0.427], [-1.274, -0.721, -0.162], [-2.126, -1.333, 0.466], [-1.560, -0.459, -1.648], [-0.426, -0.511, -2.610], [0.551, 0.812, 2.153], [-0.975, 0.065, 2.489], [0.242, -1.020, 1.993], [-0.160, 0.926, -0.149], [-1.935, 0.569, -1.718], [-2.360, -1.121, -1.936], [0.433, -0.138, -2.210], [-0.245, -1.514, -2.665], [4.340, 2.183, 1.389], [4.548, 1.989, 0.460], [5.047, 1.642, 1.774]],
  "lowdin_charge": [-0.075, -0.007, -0.492, 0.050, -0.189, -0.008, 0.080, 0.082, 0.088, 0.128, 0.114, 0.110, 0.052, 0.064, -0.072, 0.036, 0.036],
  "e_lumo_ha": 0.0187,
  "charge": 0,
  "homo_energy_ev": -9.19,
  "relative_energy_kcal_mol": 35.5
}

Entry 2:
{
  "formula": "C3H10N2O2",
  "method": "the ωB97M-V functional and the def2-TZVPD basis",
  "species": ["N", "C", "C", "C", "N", "O", "H", "H", "H", "H", "H", "H", "H", "H", "H", "H", "O"],
  "xyz": [[-0.739, -1.439, 0.832], [-0.715, -0.027, 0.807], [-2.081, 0.475, 0.305], [0.432, 0.596, -0.112], [1.079, 1.645, 0.412], [0.466, 0.352, -1.291], [-0.031, -1.992, 1.318], [-0.808, -1.890, -0.088], [-0.529, 0.330, 1.838], [-2.010, 0.410, -0.790], [-2.111, 1.562, 0.526], [-2.852, -0.077, 0.813], [1.531, 2.296, -0.210], [1.087, 1.849, 1.397], [2.281, -0.611, -2.029], [2.257, -2.105, -2.071], [2.744, -1.376, -1.657]],
  "lowdin_charge": [0.257, -0.292, 0.007, -0.421, 0.237, 0.148, 0.158, 0.160, 0.164, 0.101, 0.114, 0.096, 0.149, 0.131, 0.012, 0.043, -0.064],
  "e_lumo_ha": [-0.1291, -0.3255],
  "charge": 1,
  "homo_energy_ev": [-14.50, -14.50],
  "multiplicity": 2,
  "relative_energy_kcal_mol": 26.2,
  "s2": 0.757
}

> Which formula does entry 2 have?

C3H10N2O2